This record from the OMol25 dataset describes a gas-phase ion, C4H10N2O (charge -1). The level of theory is ωB97M-V/def2-TZVPD.

Values from the calculation:
HOMO (spin up / spin down), eV: 0.497 / -3.114
Spin multiplicity: 2
Charge: -1
<S²>: 0.75
Kohn-Sham gap (spin up / spin down), eV: 3.49 / 6.99
Energy above the lowest of the compared OMol25 structures with the same formula, charge and spin, kcal/mol: 23.5

The geometry in XYZ format:
```
17
Properties=species:S:1:pos:R:3:forces:R:3:lowdin_spin:R:1
H 0.878 -1.178 -2.432 -0.3 -0.1 0.3 0.041
H -0.700 -0.270 3.204 -0.1 -0.3 -0.5 0.000
H 0.296 1.640 1.910 -0.4 -0.8 0.0 0.004
N 0.283 -0.335 2.935 -0.2 1.3 0.9 0.001
H 1.642 0.141 -1.587 0.0 0.3 -0.3 0.005
H 0.696 0.174 3.727 0.3 -0.4 -0.1 0.001
H 1.596 0.507 1.607 0.0 0.0 -0.1 0.002
C -0.395 0.623 -2.145 1.1 0.0 0.0 0.431
H 1.354 -1.217 0.144 -0.3 0.1 -0.1 0.003
H -0.923 0.640 0.370 -0.2 -0.5 -1.2 0.004
C 0.502 0.553 1.744 1.1 -0.9 -0.3 0.011
C 0.672 -0.350 -1.708 -0.1 -0.1 0.3 0.096
H -0.046 1.517 -2.691 -0.2 0.0 0.0 0.054
H -0.180 -1.869 -0.251 -0.4 0.2 -0.5 0.003
N -0.160 0.035 0.603 -0.7 1.6 1.7 0.012
C 0.375 -0.927 -0.294 1.2 -0.5 0.0 0.019
O -1.617 0.398 -1.843 -0.9 0.0 0.0 0.312
```
Forces are in eV/Å.



This record from the OMol25 dataset describes C4H10N2O in the gas phase. The level of theory is ωB97M-V/def2-TZVPD.

Values from the calculation:
HOMO, eV: -8.683
Kohn-Sham gap, eV: 9.54
Energy above the lowest of the compared OMol25 structures with the same formula, charge and spin, kcal/mol: 63.1

The geometry in XYZ format:
```
17
Properties=species:S:1:pos:R:3:forces:R:3:mulliken_charge:R:1
C -0.240 -0.715 2.119 4.0 2.1 -0.3 -1.472
H 0.364 -1.552 1.780 -0.2 -0.5 0.2 0.364
H -2.172 -0.656 -1.864 -0.2 0.0 0.0 0.398
C 1.226 0.625 0.333 -3.2 0.8 -0.9 -0.131
O 2.258 0.525 0.888 1.3 -0.4 0.6 -0.458
H -0.909 -1.427 -0.053 0.2 -0.9 -0.1 0.254
H -1.847 1.064 -1.402 0.6 -1.3 0.0 0.235
H -0.234 -0.950 -2.785 0.0 0.4 -0.4 0.298
C -0.234 0.241 0.925 0.9 -0.1 -2.0 0.345
N -1.091 -0.455 -0.090 -0.3 1.8 -0.5 -0.300
N -0.267 0.032 -2.485 0.3 -1.2 1.9 -0.616
H -0.590 1.274 1.094 -0.5 -0.5 0.2 0.279
C -1.418 0.012 -1.465 1.5 1.4 0.8 -0.598
H 0.633 0.070 -1.927 -1.5 0.2 -1.0 0.235
H 0.313 -0.293 3.002 -0.8 -0.3 -0.8 0.334
H -1.212 -0.948 2.301 -2.7 -0.9 0.9 0.477
H 1.090 1.194 -0.694 0.5 -0.7 1.5 0.355
```
Forces are in eV/Å.



This record from the OMol25 dataset describes 2 unconnected molecules or ions with the total composition C4H10N2O. The level of theory is ωB97M-V/def2-TZVPD.

Values from the calculation:
HOMO, eV: -8.712
Kohn-Sham gap, eV: 9.30
Energy above the lowest of the compared OMol25 structures with the same formula, charge and spin, kcal/mol: 83.1

The geometry in XYZ format:
```
17
Properties=species:S:1:pos:R:3:forces:R:3:mulliken_charge:R:1
C 1.031 -0.415 -1.123 4.3 1.7 -1.9 0.072
C -0.609 0.253 0.569 0.0 2.5 4.0 0.796
N 1.463 -1.629 -0.617 -0.9 -0.6 0.7 -0.560
H 0.756 -2.356 -0.667 0.1 0.1 0.0 0.278
H -1.873 0.657 -1.105 0.0 0.2 0.1 0.311
H -2.317 1.561 0.355 0.2 -0.1 0.0 0.374
C -1.156 -0.724 1.322 0.9 -0.2 -1.1 -0.942
H -0.907 2.044 -0.601 0.0 -0.2 0.0 0.391
N 1.793 0.665 -1.009 -2.1 -2.1 -1.0 -0.685
C -1.476 1.186 -0.233 0.2 -0.1 -0.7 -1.335
O 0.592 0.898 1.162 -2.0 -0.9 -0.3 -0.536
H -0.545 -1.345 1.966 -0.1 0.3 0.3 0.291
H 0.710 1.787 0.771 -0.1 -1.0 -0.2 0.354
H 1.788 -1.554 0.343 0.1 0.0 -0.2 0.292
H 0.395 -0.518 -2.013 -0.4 0.4 0.7 0.392
H 2.563 0.464 -0.366 -0.3 0.1 0.1 0.236
H -2.208 -0.974 1.244 0.2 -0.2 -0.4 0.271
```
Forces are in eV/Å.



This record from the OMol25 dataset describes C4H10N2O in the gas phase. The level of theory is ωB97M-V/def2-TZVPD.

Values from the calculation:
HOMO, eV: -9.574
Kohn-Sham gap, eV: 10.33
Energy above the lowest of the compared OMol25 structures with the same formula, charge and spin, kcal/mol: 18.0

The geometry in XYZ format:
```
17
Properties=species:S:1:pos:R:3:forces:R:3:mulliken_charge:R:1
N 1.627 1.171 1.206 0.7 -0.5 -0.1 -0.699
H -0.134 0.878 -1.383 0.0 -0.2 0.0 0.299
H -0.553 1.557 0.123 0.1 -0.1 0.4 0.352
O -2.224 -0.416 -1.176 -0.3 0.0 0.0 -0.619
H 2.524 0.687 -1.350 -0.3 0.0 -0.2 0.381
H 3.040 -0.610 -0.300 0.0 0.1 0.2 0.406
H 2.386 1.673 0.737 -0.4 0.2 0.1 0.269
H 2.145 0.648 1.914 -0.2 0.2 0.0 0.293
H -2.375 -1.587 1.026 -0.3 -0.2 -0.2 0.242
H 1.848 -0.977 -1.482 -0.2 0.3 -0.2 0.401
C -1.434 -0.334 -0.261 0.8 0.6 -0.5 0.427
H 0.992 -0.768 0.795 -0.3 0.2 0.1 0.161
C -0.229 0.616 -0.325 -0.6 0.2 -1.2 -0.806
C 2.164 -0.185 -0.801 0.3 -0.3 0.0 -1.638
C 1.103 0.169 0.234 0.7 -0.3 0.8 0.653
N -1.586 -0.983 0.910 -0.3 -0.5 0.6 -0.329
H -0.810 -1.178 1.505 0.3 0.2 0.2 0.208
```
Forces are in eV/Å.



This record from the OMol25 dataset describes C4H10N2O in the gas phase. The level of theory is ωB97M-V/def2-TZVPD.

Values from the calculation:
HOMO, eV: -9.170
Kohn-Sham gap, eV: 10.04
Energy above the lowest of the compared OMol25 structures with the same formula, charge and spin, kcal/mol: 50.6

The geometry in XYZ format:
```
17
Properties=species:S:1:pos:R:3:forces:R:3:mulliken_charge:R:1
H 0.044 1.271 -1.839 -0.3 -0.2 0.3 0.411
N -0.687 -0.920 -1.002 -1.1 1.1 -0.9 -0.714
N 0.543 -2.186 0.533 0.1 -0.3 -0.3 -0.630
H 0.979 2.597 -1.332 0.0 0.2 0.1 0.350
H -2.049 -1.845 0.665 0.1 -0.1 -0.1 0.365
H -0.713 2.626 -0.895 -0.1 -0.2 -0.2 0.280
H -1.144 0.008 -1.171 0.5 -1.5 0.4 0.286
C -0.329 -1.045 0.367 1.5 1.8 1.2 0.884
H 0.712 -2.363 1.515 0.0 0.1 -0.1 0.240
C 0.550 1.456 0.475 -0.8 1.3 -2.9 -0.181
H 0.117 -0.950 -1.616 0.1 -0.2 0.1 0.270
C 0.367 0.284 1.020 -1.5 -2.5 -0.4 -0.627
H 0.568 0.075 2.060 0.3 0.3 0.2 0.277
H 0.929 2.307 1.023 0.2 -0.2 0.3 0.378
H 1.431 -2.040 0.066 0.0 0.0 0.1 0.238
O -1.466 -1.243 1.145 -0.3 0.3 0.3 -0.553
C 0.148 1.967 -1.014 1.3 0.1 1.9 -1.273
```
Forces are in eV/Å.



This record from the OMol25 dataset describes a molecular structure, C4H10N2O. The level of theory is ωB97M-V/def2-TZVPD.

Values from the calculation:
HOMO (spin up / spin down), eV: -7.346 / -7.347
Kohn-Sham gap (spin up / spin down), eV: 8.17 / 8.17
Energy above the lowest of the compared OMol25 structures with the same formula, charge and spin, kcal/mol: 122.8

The geometry in XYZ format:
```
17
Properties=species:S:1:pos:R:3:forces:R:3:mulliken_charge:R:1
H 2.055 0.583 1.383 0.2 -0.1 2.2 0.282
H 3.277 -1.321 0.632 0.8 -0.4 -0.3 0.266
H 0.401 -1.159 0.051 -1.2 0.9 -0.7 0.296
H 2.983 -0.866 -1.160 -0.3 -0.4 -0.8 0.310
C -2.728 -0.040 -0.060 0.1 -0.2 -1.0 -0.740
H -2.878 1.006 -0.455 0.0 -1.1 0.4 0.210
H -3.083 -0.807 -0.769 -0.1 0.5 -0.2 0.273
C 0.981 0.924 -0.414 0.8 -2.2 -1.3 0.210
H -3.277 -0.254 0.856 -0.4 0.6 -0.1 0.286
N -0.243 -0.470 -0.427 1.2 1.5 0.4 -0.602
C 2.801 -0.728 -0.127 0.0 0.9 2.2 -0.693
H 0.747 2.570 0.706 -0.1 -0.7 -0.6 0.327
H -1.293 -0.596 1.287 0.1 0.0 0.6 0.203
H 1.213 0.847 -1.488 -0.2 0.0 0.4 0.183
C 2.079 0.269 0.398 -1.6 0.5 -3.2 -0.354
N -1.385 -0.327 0.335 1.3 0.0 0.8 0.015
O 0.644 2.238 -0.210 -0.6 0.2 1.0 -0.473
```
Forces are in eV/Å.



This record from the OMol25 dataset describes a molecular structure, C4H10N2O. The level of theory is ωB97M-V/def2-TZVPD.

Values from the calculation:
HOMO, eV: -6.908
Kohn-Sham gap, eV: 7.59
Energy above the lowest of the compared OMol25 structures with the same formula, charge and spin, kcal/mol: 114.1

The geometry in XYZ format:
```
17
Properties=species:S:1:pos:R:3:forces:R:3:mulliken_charge:R:1
H -0.079 1.312 -0.957 0.0 0.0 0.0 0.236
H 2.206 0.685 -0.294 -0.1 0.0 0.0 0.315
C -0.238 2.124 0.974 0.0 -0.1 0.0 -0.937
H -2.456 -0.590 0.041 0.0 0.0 0.0 0.293
H -1.621 -1.308 -1.342 0.0 0.0 0.1 0.297
H -1.809 -2.227 0.161 0.0 0.1 0.0 0.245
C -1.611 -1.224 -0.240 0.0 -0.1 -0.1 -0.797
H 1.702 0.429 1.274 -0.1 0.0 -0.1 0.365
H 0.420 -0.893 -1.973 0.0 0.0 0.1 0.346
C 0.851 -1.020 -0.073 0.2 0.3 -0.2 -0.121
C 0.069 1.125 0.102 0.1 -0.4 0.1 -0.038
H -0.858 2.945 0.645 0.0 0.0 0.0 0.248
H 1.367 -1.818 0.473 0.0 0.0 0.0 0.394
N -0.426 -0.635 0.319 0.1 0.4 -0.1 -0.320
N 1.438 0.358 0.293 -0.2 -0.2 -0.1 -0.228
H -0.097 1.998 2.042 0.0 0.0 0.0 0.233
O 1.140 -1.260 -1.445 -0.1 0.1 0.3 -0.533
```
Forces are in eV/Å.



This record from the OMol25 dataset describes a molecular structure, C4H10N2O. The level of theory is ωB97M-V/def2-TZVPD.

Values from the calculation:
HOMO, eV: -8.027
Kohn-Sham gap, eV: 8.96
Energy above the lowest of the compared OMol25 structures with the same formula, charge and spin, kcal/mol: 94.1

The geometry in XYZ format:
```
17
Properties=species:S:1:pos:R:3:forces:R:3:mulliken_charge:R:1
H 1.222 0.997 -1.487 -0.5 -0.3 0.2 0.270
H -1.986 -2.335 -0.469 0.0 0.0 0.0 0.261
H 1.508 1.555 0.926 0.0 0.0 0.0 0.247
C -0.580 -0.777 -0.100 -1.3 1.4 0.3 0.808
N -0.669 0.509 -0.278 0.2 -0.4 0.1 -0.162
C 1.597 0.260 -0.789 0.5 -2.0 0.2 -0.069
N -1.873 1.176 0.001 -1.0 -0.3 0.3 -0.785
H 2.230 -0.457 -1.294 0.3 0.1 0.1 0.305
H -2.364 1.382 -0.866 0.2 0.1 0.1 0.198
C -1.690 -1.683 0.354 0.2 0.0 0.1 -1.049
H 3.132 1.249 0.283 0.0 -0.1 -0.1 0.354
C 2.154 0.797 0.490 -0.2 -0.1 0.0 -0.928
H -2.553 -1.117 0.700 0.1 0.1 -0.1 0.382
H 2.301 -0.003 1.213 0.0 0.0 0.0 0.271
H -1.675 2.051 0.477 0.1 -0.2 -0.3 0.214
O 0.572 -1.293 -0.330 1.5 1.7 -0.8 -0.592
H -1.325 -2.310 1.168 0.0 -0.1 -0.1 0.274
```
Forces are in eV/Å.



This record from the OMol25 dataset describes C4H10N2O in the gas phase. The level of theory is ωB97M-V/def2-TZVPD.

Values from the calculation:
HOMO, eV: -9.439
Kohn-Sham gap, eV: 10.30
Energy above the lowest of the compared OMol25 structures with the same formula, charge and spin, kcal/mol: 27.9

The geometry in XYZ format:
```
17
Properties=species:S:1:pos:R:3:forces:R:3:mulliken_charge:R:1
H 0.882 -2.687 0.199 1.1 1.6 0.5 0.229
C 1.595 -1.765 0.241 0.1 -2.2 -1.2 -1.036
N -2.039 1.890 -0.145 -1.1 0.2 2.1 -0.512
O -0.583 2.540 1.610 -1.7 -1.7 -0.8 -0.635
H -2.689 1.068 -0.225 0.7 1.4 0.0 0.247
H -1.104 -1.184 -0.608 0.7 0.0 0.0 0.301
H 1.725 -1.346 1.211 -0.6 0.2 1.0 0.325
H 1.744 0.207 -0.654 -0.9 -1.0 -0.6 0.262
C -0.347 -0.382 -0.652 -0.6 3.5 1.0 -0.394
C 1.119 -0.729 -0.808 1.2 -0.3 0.9 -0.495
H 1.335 -1.172 -1.773 -0.1 0.3 -0.4 0.324
H -2.522 2.792 0.100 0.4 -1.5 -0.5 0.282
C -1.070 1.653 0.883 2.3 0.8 -2.0 0.443
N -0.413 0.436 0.693 -0.2 -0.1 0.1 -0.236
H -0.685 0.393 -1.453 0.6 -1.5 1.2 0.360
H 0.421 0.484 1.301 -0.6 -0.6 -0.8 0.208
H 2.631 -2.197 0.080 -1.1 0.6 -0.5 0.328
```
Forces are in eV/Å.



This record from the OMol25 dataset describes a molecular structure, C4H10N2O. The level of theory is ωB97M-V/def2-TZVPD.

Values from the calculation:
HOMO (spin up / spin down), eV: -6.660 / -6.659
Kohn-Sham gap (spin up / spin down), eV: 7.32 / 7.32
Energy above the lowest of the compared OMol25 structures with the same formula, charge and spin, kcal/mol: 178.0

The geometry in XYZ format:
```
17
Properties=species:S:1:pos:R:3:forces:R:3:mulliken_charge:R:1
C -0.715 0.645 1.416 0.2 0.2 0.6 -0.912
C -0.042 -0.434 -0.700 -4.2 -3.0 -0.1 0.049
H 1.789 0.907 -0.964 -0.6 -0.9 0.2 0.367
H 0.408 -1.814 0.910 0.0 0.1 0.0 0.292
N -0.654 0.680 -0.044 4.7 1.0 -1.4 -0.159
H 0.550 2.085 -1.355 -0.1 0.0 0.1 0.307
H 0.201 1.005 1.898 0.0 0.1 -0.1 0.349
H 1.148 1.897 0.318 0.1 0.3 -0.1 0.344
H -0.050 -0.388 -1.781 0.3 0.4 0.0 0.538
O -2.648 -0.927 -1.493 1.1 -0.1 0.4 -0.385
H 1.841 -1.163 0.110 -0.1 0.0 0.0 0.303
H -0.913 -0.327 1.870 -0.1 -0.1 -0.5 0.288
C 0.869 1.377 -0.597 -1.5 2.2 1.5 -0.949
H -1.533 1.295 1.731 0.1 0.0 -0.1 0.310
H 0.850 -2.379 -0.695 0.0 0.1 0.0 0.339
N -1.909 -0.963 -0.571 0.1 -0.5 -0.4 0.069
C 0.808 -1.497 -0.053 0.1 0.3 0.0 -1.146
```
Forces are in eV/Å.



Number 1: molar mass 102.14 g/mol. Number 2: molar mass 102.14 g/mol. Number 3: molar mass 102.14 g/mol. Number 4: molar mass 102.14 g/mol. Number 5: molar mass 102.14 g/mol. Number 6: molar mass 102.14 g/mol. Number 7: molar mass 102.14 g/mol. Number 8: molar mass 102.14 g/mol. Number 9: molar mass 102.14 g/mol. Number 10: molar mass 102.14 g/mol.